DFT (ωB97M-V/def2-TZVPD) results for the molecule C6H4O2 in a non-equilibrium geometry.

Its relative energy (zero: lowest compared OMol25 entry of this formula, charge and spin) is 204.7 kJ/mol. As for the SMILES: C#C[C@H]1C=COC1=O. The value obtained for the frontier orbital gap is 10.63 eV. The total energy is -10378.45199 eV. For the highest occupied orbital energy, the calculation gives -0.3612 Ha. The max |F| is 4.73 eV/Å. As for the lowest unoccupied orbital energy: 0.0295 hartree.

Last column: natural (NBO) charge in e.
Cartesian coordinates (Å):
C  1.0665  1.5030  1.8744  -0.222
C  0.4893  -1.2732  -0.0669  0.799
C  -0.9576  0.3560  -0.7542  -0.270
H  1.7807  2.2940  2.1873  0.257
C  -0.4548  -0.2229  0.4797  -0.445
H  -1.6451  1.2635  -0.7245  0.245
O  1.1181  -2.0573  0.4971  -0.513
H  -1.3087  -0.6785  1.0561  0.272
C  -0.4073  -0.2845  -1.7267  0.130
H  -0.4399  -0.3018  -2.7817  0.211
C  0.3503  0.6625  1.3333  -0.007
O  0.4086  -1.2607  -1.3738  -0.455